No. 1
DFT (ωB97M-V with the def2-TZVPD basis set) results for a structure of composition C55H47Cl2NO3P2Pt in a non-equilibrium geometry.

Geometry (Å):
Pt 0.785 -2.626 24.457
C 1.661 -0.374 26.526
N 2.318 -1.325 25.553
C 3.247 -0.635 24.637
C 2.867 -2.471 26.341
C 3.198 -3.649 25.524
C 4.289 -4.459 25.637
C 4.576 -5.370 24.631
C 3.765 -5.521 23.511
C 2.538 -4.951 23.497
C 2.300 -3.943 24.448
H 2.296 -0.168 27.334
H 0.756 -0.826 26.889
H 1.446 0.578 25.927
H 4.210 -0.556 25.109
H 2.783 0.296 24.285
H 3.363 -1.123 23.678
H 2.022 -2.754 27.033
H 3.698 -2.117 26.932
H 5.052 -4.326 26.381
H 5.566 -5.911 24.671
H 4.088 -6.187 22.717
H 1.859 -5.029 22.688
C -6.069 -1.224 23.224
C -4.673 -0.659 23.645
C -4.840 0.845 23.939
C -4.188 -1.340 24.956
C -4.995 -1.426 26.076
C -4.532 -2.120 27.200
C -3.223 -2.624 27.288
C -2.345 -2.419 26.216
P -0.824 -3.355 26.082
C -1.411 -4.900 25.451
C -0.875 -5.453 24.337
C -1.524 -6.577 23.775
C -2.624 -7.174 24.377
C -3.077 -6.665 25.566
C -2.528 -5.532 26.125
C -0.130 -3.746 27.751
C 0.478 -4.969 28.043
C 1.122 -5.198 29.251
C 1.084 -4.241 30.227
C 0.459 -3.017 29.971
C -0.140 -2.775 28.737
C -2.905 -1.756 25.111
O -1.971 -1.636 24.090
C -2.333 -1.209 22.864
C -1.386 -1.235 21.889
C -1.678 -0.887 20.561
C -2.997 -0.566 20.256
C -3.987 -0.491 21.247
C -3.623 -0.797 22.590
P 0.321 -1.718 22.252
C 1.224 -0.122 22.012
C 2.298 0.137 21.112
C 2.911 1.370 21.144
C 2.488 2.344 21.993
C 1.419 2.087 22.828
C 0.733 0.880 22.832
C 0.736 -3.038 21.062
C 2.046 -3.330 20.878
C 2.399 -4.462 20.149
C 1.414 -5.375 19.751
C 0.057 -5.087 19.947
C -0.287 -3.907 20.661
H -6.772 -0.999 24.026
H -6.119 -2.291 23.013
H -6.383 -0.621 22.339
H -5.153 1.066 24.923
H -5.572 1.268 23.214
H -3.955 1.401 23.748
H -5.997 -1.053 25.998
H -5.194 -2.143 28.093
H -2.983 -3.167 28.157
H -0.004 -5.075 23.900
H -1.068 -6.907 22.807
H -3.088 -8.050 23.902
H -3.793 -7.208 26.184
H -2.882 -5.209 27.046
H 0.422 -5.756 27.306
H 1.558 -6.189 29.436
H 1.547 -4.330 31.209
H 0.532 -2.224 30.694
H -0.587 -1.863 28.562
H -0.848 -0.877 19.864
H -3.363 -0.342 19.278
H -5.030 -0.297 20.956
H 2.561 -0.655 20.441
H 3.802 1.543 20.529
H 3.105 3.239 21.997
H 1.009 2.918 23.404
H -0.121 0.629 23.444
H 2.892 -2.741 21.161
H 3.425 -4.687 19.885
H 1.732 -6.281 19.206
H -0.784 -5.706 19.629
H -1.312 -3.730 20.876
Cl 11.148 -4.186 17.471
C 9.542 -4.688 17.557
C 9.146 -5.894 16.937
C 7.858 -6.333 17.062
Cl 7.406 -7.814 16.247
C 6.851 -5.655 17.941
O 5.745 -6.091 18.176
C 7.376 -4.452 18.579
C 6.540 -3.611 19.494
O 5.353 -3.518 19.655
C 8.667 -3.970 18.391
H 9.720 -6.415 16.197
H 7.251 -2.963 20.030
H 8.992 -3.028 18.682

HOMO level (spin up / spin down): -11.920 / -13.125 eV
Gap between HOMO and LUMO (spin up / spin down): 7.4905 / 5.4241 eV
Charge: +2
ΔE to the lowest compared entry with this formula, charge and spin: 4.45 kcal/mol
Expectation value of S²: 6.06
Spin multiplicity: 5
Molecular weight: 1097.9 g mol⁻¹



No. 2
DFT (ωB97M-V with the def2-TZVPD basis set) results for the molecule C3H2ClFOS in a non-equilibrium geometry.

Geometry (Å):
O -0.072 -2.019 -1.035
C 0.518 -0.994 -0.351
S 2.166 -1.045 0.083
C -0.330 0.112 0.107
C 0.089 1.426 0.584
F 1.251 1.798 0.936
Cl -1.132 2.619 0.643
H -1.039 -1.955 -0.849
H -1.450 0.057 -0.118

HOMO level: -8.719 eV
Gap between HOMO and LUMO: 7.8784 eV
Charge: 0
ΔE to the lowest compared entry with this formula, charge and spin: 22.41 kcal/mol
Molecular weight: 140.6 g mol⁻¹



No. 3
DFT (ωB97M-V with the def2-TZVPD basis set) results for a structure of composition C6H18FO6SrY in a non-equilibrium geometry.

Geometry (Å):
Sr 1.610 -3.479 -0.014
Y -1.944 2.457 -0.552
F 0.279 -0.137 -0.533
C -2.594 -4.548 -2.575
C -1.630 -4.157 -3.700
O -0.256 -4.268 -3.480
O -2.226 -3.751 -1.421
H -2.823 -5.592 -2.361
H -3.627 -4.316 -2.831
H -1.934 -3.189 -4.100
H -1.792 -4.860 -4.517
H 0.279 -4.175 -4.271
H -2.901 -3.073 -1.333
C 1.285 5.829 -0.808
C 0.189 6.673 -1.432
O -1.109 6.051 -1.196
O 1.088 4.438 -1.123
H 1.420 6.062 0.248
H 2.227 6.082 -1.295
H 0.264 6.889 -2.498
H 0.244 7.727 -1.158
H -1.856 6.621 -1.393
H 1.928 3.975 -1.084
C 2.123 -1.790 4.747
C 0.667 -1.457 4.332
O 0.049 -2.457 3.496
O 2.984 -1.881 3.595
H 2.141 -2.754 5.257
H 2.384 -1.023 5.477
H 0.551 -0.504 3.815
H -0.020 -1.356 5.172
H -0.888 -2.355 3.678
H 3.886 -1.683 3.859

HOMO level: -19.405 eV
Gap between HOMO and LUMO: 2.0212 eV
Charge: +4
Molecular weight: 381.7 g mol⁻¹



Number 1: DFT total energy -112281.7591 eV. Number 2: DFT total energy -31264.1149 eV. Number 3: DFT total energy -23344.6610 eV.